1.
C60H45NO25P2 | the ωB97M-V functional and the def2-TZVPD basis

As for the HOMO-LUMO gap: 7.930 eV. Its charge is 0. The calculation puts the LUMO energy at -1.858 eV. The calculation puts the maximum force at 2.5 eV Å⁻¹.

Positions of all 133 atoms, in Å:
N -3.382 6.444 -3.588
P -3.642 5.534 -4.812
O -3.830 3.940 -4.498
P -2.574 3.056 -4.056
O -3.012 1.993 -3.179
O -1.979 2.503 -5.400
O -1.409 3.970 -3.490
O -1.734 4.215 -2.110
H -4.124 7.128 -3.497
H -2.612 5.507 -5.754
H -4.806 5.838 -5.518
H -1.012 2.580 -5.357
H -1.582 5.180 -2.061
C -2.403 -0.194 1.960
C -2.796 -1.304 1.344
C -3.190 -1.289 -0.089
O -3.550 -2.302 -0.651
C -3.129 0.007 -0.807
C -2.733 1.119 -0.194
C -2.336 1.106 1.238
O -1.968 2.116 1.803
H -2.111 -0.186 3.003
H -2.849 -2.260 1.850
H -3.419 0.001 -1.849
H -2.681 2.069 -0.709
C 1.515 -1.105 5.513
C 2.800 -0.780 5.417
C 3.459 -0.647 4.094
O 4.635 -0.359 4.005
C 2.634 -0.889 2.883
C 1.348 -1.212 2.982
C 0.689 -1.344 4.305
O -0.485 -1.637 4.394
H 1.012 -1.212 6.465
H 3.420 -0.604 6.285
H 3.137 -0.783 1.933
H 0.725 -1.392 2.114
C 4.870 -5.524 6.666
C 5.756 -6.362 6.135
C 6.568 -5.966 4.956
O 7.377 -6.725 4.466
C 6.356 -4.607 4.395
C 5.470 -3.771 4.928
C 4.657 -4.166 6.108
O 3.849 -3.404 6.597
H 4.265 -5.787 7.524
H 5.926 -7.357 6.524
H 6.962 -4.342 3.538
H 5.306 -2.775 4.537
C -2.564 10.253 -1.886
C -2.005 9.076 -2.149
C -1.772 8.085 -1.070
O -1.257 7.012 -1.309
C -2.186 8.444 0.307
C -2.744 9.621 0.570
C -2.977 10.617 -0.506
O -3.489 11.691 -0.272
H -2.746 10.996 -2.652
H -1.697 8.782 -3.144
H -2.004 7.701 1.073
H -3.053 9.909 1.566
C -4.956 14.926 0.709
C -5.338 14.420 -0.460
C -5.992 15.268 -1.487
O -6.342 14.810 -2.554
C -6.204 16.703 -1.162
C -5.823 17.208 0.007
C -5.167 16.358 1.036
O -4.818 16.822 2.100
H -4.477 14.324 1.471
H -5.188 13.379 -0.714
H -6.682 17.302 -1.927
H -5.967 18.249 0.267
C 1.558 6.066 0.603
C 2.092 4.883 0.323
C 2.305 3.866 1.380
O 2.792 2.787 1.122
C 1.901 4.220 2.765
C 1.367 5.404 3.046
C 1.150 6.420 1.985
O 0.655 7.498 2.238
H 1.388 6.819 -0.155
H 2.391 4.602 -0.679
H 2.066 3.462 3.521
H 1.063 5.683 4.047
C -0.888 -3.476 -6.369
C -0.489 -2.344 -6.938
C -0.938 -1.028 -6.416
O -0.569 0.010 -6.932
C -1.843 -1.028 -5.246
C -2.245 -2.158 -4.672
C -1.794 -3.471 -5.189
O -2.149 -4.513 -4.678
H -0.576 -4.449 -6.727
H 0.173 -2.323 -7.795
H -2.149 -0.049 -4.906
H -2.905 -2.174 -3.814
C 7.013 -11.544 5.956
C 7.894 -12.381 5.421
C 8.705 -11.994 4.240
O 9.507 -12.759 3.749
C 8.495 -10.634 3.682
C 7.612 -9.794 4.215
C 6.802 -10.190 5.394
O 5.991 -9.428 5.884
H 6.405 -11.808 6.812
H 8.058 -13.378 5.810
H 9.100 -10.371 2.823
H 7.442 -8.799 3.825
C -5.310 -4.430 -5.975
C -6.229 -5.361 -6.219
C -7.426 -5.069 -7.047
O -8.263 -5.916 -7.268
C -7.562 -3.694 -7.594
C -6.645 -2.763 -7.351
C -5.446 -3.058 -6.524
O -4.616 -2.198 -6.312
H -4.433 -4.628 -5.370
H -6.150 -6.367 -5.829
H -8.442 -3.502 -8.195
H -6.722 -1.755 -7.738
C 3.844 -11.329 2.563
C 3.115 -10.871 1.550
C 3.531 -11.092 0.139
O 2.869 -10.673 -0.784
C 4.792 -11.843 -0.095
C 5.521 -12.300 0.919
C 5.102 -12.080 2.326
O 5.769 -12.496 3.250
H 3.563 -11.179 3.598
H 2.195 -10.321 1.697
H 5.075 -11.991 -1.129
H 6.443 -12.849 0.774

***

2.
C5H9N | the ωB97M-V functional and the def2-TZVPD basis

As for the HOMO-LUMO gap: 11.259 eV. Its charge is 0. The calculation puts the LUMO energy at 0.769 eV. The calculation puts the maximum force at 2.9 eV Å⁻¹.

Positions of all 15 atoms, in Å:
C -1.245 0.348 0.870
C 0.004 -0.113 0.088
C -0.403 -1.113 -1.016
C 0.985 1.052 -0.373
C 1.089 -0.603 0.952
N 2.114 -0.702 1.488
H -1.757 -0.494 1.356
H -0.980 1.069 1.647
H -1.970 0.824 0.195
H -0.884 -2.009 -0.598
H 0.466 -1.438 -1.594
H -1.120 -0.652 -1.709
H 1.933 0.821 0.232
H 0.579 2.028 -0.093
H 1.189 0.983 -1.445

***

3.
C9H32O9 | the ωB97M-V functional and the def2-TZVPD basis

As for the HOMO-LUMO gap: 10.181 eV. Its charge is 0. The calculation puts the LUMO energy at 0.354 eV. The calculation puts the maximum force at 3.8 eV Å⁻¹.

Positions of all 50 atoms, in Å:
C 5.806 1.110 -5.556
O 4.420 1.184 -5.107
H 5.818 1.031 -6.643
H 6.437 1.961 -5.302
H 6.312 0.219 -5.186
H 3.984 1.861 -5.630
C -7.441 0.565 -4.278
O -6.465 -0.340 -4.530
H -8.193 0.143 -3.612
H -7.140 1.577 -4.007
H -7.813 0.649 -5.299
H -5.719 0.057 -4.986
C -3.502 2.041 3.813
O -2.617 2.982 4.364
H -4.406 2.490 3.402
H -2.911 1.600 3.010
H -3.798 1.393 4.638
H -3.110 3.686 4.791
C 0.401 6.864 0.968
O -0.214 7.617 1.959
H 0.057 5.837 1.088
H 0.034 7.183 -0.008
H 1.476 7.033 0.894
H 0.432 8.195 2.372
C -0.587 0.480 -1.835
O 0.770 0.738 -1.572
H -0.986 0.830 -2.787
H -0.961 -0.543 -1.786
H -1.129 1.154 -1.172
H 1.333 0.788 -2.348
C 3.273 -0.855 3.983
C 1.866 -0.181 4.197
O 2.079 1.211 4.248
O 3.596 -1.016 2.679
H 3.216 -1.843 4.440
H 3.958 -0.230 4.557
H 1.513 -0.380 5.208
H 1.158 -0.512 3.437
H 1.224 1.646 4.278
H 3.203 -0.263 2.232
C 0.791 -6.742 -0.457
C 0.520 -7.472 0.828
O 0.168 -6.593 1.841
O -0.385 -6.136 -0.972
H 1.196 -7.432 -1.198
H 1.606 -6.031 -0.322
H 1.427 -8.060 0.969
H -0.351 -8.080 0.587
H -0.295 -5.824 1.500
H -0.051 -5.593 -1.690

***

4.
C18H18BrN6O2S2Zr | the ωB97M-V functional and the def2-TZVPD basis

As for the multiplicity: 2. As for the expectation value of S²: 0.76. As for the HOMO-LUMO gap (alpha / beta): 5.988 / 8.000 eV. Its charge is +2. The calculation puts the LUMO energy (alpha / beta) at -6.024 / -6.366 eV. The calculation puts the maximum force at 1.0 eV Å⁻¹.

Positions of all 48 atoms, in Å:
Zr -0.255 0.089 -0.224
C -1.394 -2.746 3.113
C -0.719 -1.795 2.175
N -1.385 -1.073 1.231
N -2.766 -1.160 1.281
C -3.520 -0.345 0.550
N -4.846 -0.438 0.641
S -2.801 0.804 -0.476
C 0.678 -1.576 2.197
C 1.536 -2.153 3.157
C 2.873 -1.859 3.145
C 3.374 -0.986 2.169
C 2.506 -0.456 1.254
N 1.177 -0.725 1.240
H -2.260 -3.236 2.664
H -1.716 -2.256 4.036
H -0.723 -3.555 3.386
H -3.180 -1.785 1.957
H -5.309 -1.076 1.269
H -5.421 0.189 0.103
H 1.134 -2.809 3.912
H 3.533 -2.293 3.884
H 4.422 -0.729 2.123
H 2.860 0.206 0.476
O -0.117 1.859 0.724
N 0.785 2.837 0.575
C 0.745 3.856 1.459
C 1.638 4.884 1.342
C 2.573 4.853 0.303
C 2.579 3.803 -0.587
C 1.656 2.763 -0.456
S 1.522 1.426 -1.544
H -0.018 3.771 2.218
H 1.605 5.697 2.052
H 3.290 5.655 0.195
H 3.286 3.756 -1.402
O -0.489 -1.940 -6.304
C -0.570 -1.443 -5.081
C -1.055 -0.162 -4.786
C -1.088 0.249 -3.479
N -0.685 -0.529 -2.455
C -0.226 -1.740 -2.771
Br 0.325 -2.723 -1.247
C -0.139 -2.264 -4.031
H -0.803 -1.322 -6.978
H -1.398 0.501 -5.569
H -1.452 1.233 -3.218
H 0.240 -3.256 -4.223

***

The highest maximum force belongs to which entry? C9H32O9

***

What is the formula in the third record? C9H32O9

***

charge of number 1 (C60H45NO25P2)? 0